## P
70
Properties=species:S:1:pos:R:3 method="wB97M-V/def2-TZVPD" charge=0 homo_lumo_gap_ha=0.1863 lumo_energy_ha=-0.089 homo_ev=-7.50
C -3.010 0.543 3.625
C -4.211 -0.090 3.581
C -4.335 -1.483 3.405
C -3.171 -2.221 3.178
C -1.921 -1.563 3.249
C -1.837 -0.160 3.456
N -3.215 -3.698 2.831
O -2.187 -4.325 2.727
O -4.375 -4.176 2.855
H -3.022 1.623 3.666
H -5.108 0.469 3.363
H -5.312 -1.921 3.262
H -1.005 -2.134 3.218
H -0.894 0.365 3.500
C -0.894 -0.243 -2.398
C -1.984 -1.079 -2.493
C -1.845 -2.255 -3.216
C -0.622 -2.584 -3.790
C 0.521 -1.761 -3.574
C 0.370 -0.542 -2.907
N -0.418 -3.881 -4.539
O 0.713 -4.209 -4.958
O -1.422 -4.508 -4.749
H -1.060 0.688 -1.878
H -2.966 -0.871 -2.094
H -2.753 -2.837 -3.272
H 1.488 -1.989 -3.997
H 1.197 0.146 -2.809
C -0.906 1.875 2.072
C 0.357 1.500 2.476
C 1.336 0.942 1.601
C 1.056 0.785 0.246
C -0.173 1.237 -0.185
C -1.151 1.728 0.691
N 1.992 0.071 -0.637
O 2.992 -0.383 -0.142
O 1.664 0.028 -1.789
H -1.670 2.214 2.755
H 0.608 1.654 3.515
H 2.265 0.589 2.023
H -0.502 1.305 -1.212
H -2.153 2.006 0.399
C -0.557 5.499 -5.119
C -1.379 5.380 -4.037
C -1.231 4.299 -3.149
C -0.374 3.235 -3.486
C 0.404 3.311 -4.684
C 0.330 4.478 -5.514
N -0.330 2.069 -2.648
O 0.294 1.082 -3.094
O -0.913 2.047 -1.566
H -0.480 6.467 -5.592
H -1.984 6.230 -3.758
H -1.861 4.294 -2.272
H 1.134 2.572 -4.979
H 0.918 4.626 -6.408
C 3.426 -1.491 1.458
C 3.452 -0.416 2.304
C 3.699 -0.724 3.678
C 3.950 -2.052 4.087
C 3.855 -3.126 3.112
C 3.712 -2.802 1.814
N 4.265 -2.427 5.497
O 4.402 -1.503 6.272
O 4.518 -3.544 5.851
H 3.427 -1.243 0.406
H 3.475 0.601 1.942
H 3.642 0.066 4.412
H 4.022 -4.174 3.311
H 3.744 -3.614 1.103

=====

## Q
70
Properties=species:S:1:pos:R:3 method="wB97M-V/def2-TZVPD" smiles="O=[N+]([O-])c1ccccc1.O=[N+]([O-])c1ccccc1.O=[N+]([O-])c1ccccc1.O=[N+]([O-])c1ccccc1.O=[N+]([O-])c1ccccc1" charge=0 homo_lumo_gap_ha=0.3086 lumo_energy_ha=-0.041 homo_ev=-9.50
O 14.198 15.058 5.398
N 15.316 14.637 5.678
O 16.272 14.774 4.948
C 15.549 13.916 6.975
C 16.783 13.673 7.500
C 16.979 12.899 8.665
C 15.878 12.335 9.310
C 14.563 12.517 8.788
C 14.479 13.366 7.648
H 17.659 14.075 7.011
H 17.923 12.682 9.143
H 16.034 11.797 10.234
H 13.670 12.190 9.298
H 13.487 13.570 7.272
O 17.425 15.619 15.658
N 16.680 15.433 14.700
O 16.087 16.350 14.189
C 16.516 14.031 14.196
C 15.341 13.690 13.461
C 15.265 12.400 13.023
C 16.236 11.427 13.401
C 17.404 11.798 14.065
C 17.550 13.116 14.346
H 14.564 14.385 13.180
H 14.509 12.126 12.302
H 16.180 10.414 13.029
H 18.146 11.043 14.282
H 18.488 13.391 14.805
O 17.838 13.116 -1.589
N 16.684 12.673 -1.662
O 16.297 11.946 -2.540
C 15.704 13.099 -0.602
C 16.198 13.540 0.624
C 15.316 13.964 1.600
C 13.948 14.105 1.310
C 13.384 13.588 0.148
C 14.302 13.101 -0.814
H 17.249 13.542 0.872
H 15.697 14.191 2.585
H 13.266 14.506 2.045
H 12.336 13.501 -0.101
H 14.010 12.857 -1.825
O 10.967 13.349 2.691
N 10.843 12.625 3.722
O 10.910 11.404 3.698
C 10.625 13.368 4.973
C 10.924 14.721 5.138
C 10.703 15.404 6.312
C 10.138 14.724 7.424
C 9.982 13.301 7.346
C 10.157 12.676 6.120
H 11.451 15.203 4.328
H 10.993 16.444 6.346
H 9.850 15.279 8.304
H 9.542 12.636 8.075
H 9.922 11.637 5.943
O 19.024 11.051 10.344
N 19.910 10.332 10.757
O 21.117 10.627 10.671
C 19.572 9.062 11.515
C 20.569 8.359 12.047
C 20.341 7.243 12.844
C 19.011 6.815 13.006
C 17.938 7.623 12.533
C 18.216 8.717 11.752
H 21.585 8.380 11.680
H 21.069 6.529 13.199
H 18.702 5.964 13.594
H 16.928 7.249 12.621
H 17.344 9.225 11.368

=====

The structure with the least stability is P.

=====

## P
10
Properties=species:S:1:pos:R:3 method="wB97M-V/def2-TZVPD" charge=-1 homo_lumo_gap_ha=0.3243 lumo_energy_ha=0.154 homo_ev=-4.63
O -2.239 1.697 0.391
C -1.263 1.404 -0.276
N -0.526 0.302 -0.320
C -0.660 -0.977 -0.008
O -1.614 -1.713 0.046
O 0.636 -1.505 0.143
P 1.803 -0.379 -0.247
H -0.786 2.178 -0.936
H 1.862 0.292 0.989
H 2.787 -1.300 0.218

=====

## Q
10
Properties=species:S:1:pos:R:3 method="wB97M-V/def2-TZVPD" charge=-1 homo_lumo_gap_ha=0.3018 lumo_energy_ha=0.157 homo_ev=-3.94
C 0.708 1.409 -0.203
C 0.199 0.638 0.754
N -1.181 -1.314 0.020
O 1.383 -1.344 -0.902
O -1.498 -1.573 -1.138
O -2.002 -1.179 0.917
P 0.651 -1.236 0.404
H 0.884 2.519 -0.370
H 1.044 1.069 -1.156
H -0.187 1.011 1.674

=====

The structure with the least stability is Q.

=====

## P
17
Properties=species:S:1:pos:R:3 method="wB97M-V/def2-TZVPD" charge=+2 multiplicity=2 homo_lumo_gap_ha="0.4800 / 0.1486" lumo_energy_ha="-0.322 / -0.632" homo_ev="-21.82 / -21.24"
C 0.484 1.861 0.417
C 0.996 0.839 -0.523
N -0.017 -0.406 -0.364
C 0.219 -1.533 -1.267
H -0.499 2.067 0.078
H 0.947 2.863 0.405
H 0.509 1.501 1.493
H 2.067 0.549 -0.291
H 0.865 1.166 -1.542
H -0.323 -0.833 0.578
H -0.939 0.043 -0.630
H 0.133 -1.039 -2.241
H 1.260 -1.698 -1.220
H -0.418 -2.332 -1.174
H -2.211 -1.771 2.084
H -1.537 -0.169 2.270
O -1.536 -1.108 1.926

=====

## Q
17
Properties=species:S:1:pos:R:3 method="wB97M-V/def2-TZVPD" charge=+2 multiplicity=2 homo_lumo_gap_ha="0.5261 / 0.2841" lumo_energy_ha="-0.284 / -0.525" homo_ev="-22.05 / -22.02"
C -0.487 -1.013 2.968
N 0.032 -0.257 1.788
H -1.569 -1.130 2.925
H -0.004 -1.986 3.011
H -0.259 -0.510 3.909
H 1.027 -0.037 1.857
H -0.428 0.654 1.697
H -0.108 -0.788 0.922
C 0.575 -0.046 -2.101
O -0.386 -0.566 -1.262
C 0.298 1.492 -2.263
H 1.500 -0.259 -1.550
H 0.656 -0.499 -3.108
H -1.313 -0.597 -1.614
H -0.782 1.529 -2.507
H 0.515 2.200 -1.468
H 0.732 1.813 -3.204

=====

The structure with the least stability is P.

=====

## P
71
Properties=species:S:1:pos:R:3 method="wB97M-V/def2-TZVPD" charge=+2 homo_lumo_gap_ha=0.2794 lumo_energy_ha=-0.226 homo_ev=-13.74
Pd -0.983 -0.019 0.069
C -4.215 -5.715 1.020
C -2.912 -5.033 1.402
N -2.493 -4.020 0.422
C -2.742 -2.720 0.330
S -2.060 -1.910 -1.082
N -3.485 -2.014 1.157
C -4.231 -2.393 2.364
C -3.402 -2.229 3.627
H -4.468 -6.472 1.762
H -4.127 -6.209 0.052
H -5.040 -5.004 0.960
H -2.100 -5.758 1.443
H -2.962 -4.578 2.387
H -1.966 -4.373 -0.360
H -3.530 -1.031 0.921
H -4.617 -3.401 2.256
H -5.099 -1.736 2.391
H -2.525 -2.878 3.617
H -4.001 -2.478 4.503
H -3.056 -1.200 3.731
S -0.401 1.155 2.001
C 1.213 1.800 1.923
N 1.595 2.568 0.918
C 2.935 3.150 0.798
C 3.921 2.304 1.583
C 3.404 2.093 2.996
N 2.041 1.557 2.924
H 0.911 2.730 0.196
H 2.914 4.177 1.169
H 3.198 3.170 -0.257
H 4.890 2.800 1.610
H 4.049 1.339 1.089
H 3.403 3.024 3.565
H 4.015 1.369 3.532
H 1.700 0.950 3.651
C -4.625 2.475 -0.581
S -2.980 2.259 0.081
O -2.945 0.740 0.397
C -2.004 2.504 -1.388
C -2.170 1.701 -2.514
C -1.371 1.935 -3.622
C -0.436 2.964 -3.605
C -0.297 3.774 -2.485
C -1.084 3.544 -1.365
H -4.807 1.718 -1.341
H -4.689 3.478 -1.001
H -5.327 2.374 0.245
H -2.904 0.906 -2.518
H -1.490 1.325 -4.507
H 0.172 3.149 -4.481
H 0.409 4.595 -2.490
H -1.004 4.180 -0.489
N 0.975 -2.536 -1.824
C 1.737 -1.516 -1.466
S 1.237 -0.265 -0.388
N 2.999 -1.489 -1.908
C 3.965 -0.445 -1.700
C 5.081 -0.711 -0.924
C 6.065 0.261 -0.792
C 5.925 1.483 -1.433
C 4.803 1.737 -2.213
C 3.818 0.772 -2.353
H 0.024 -2.608 -1.471
H 1.320 -3.252 -2.444
H 3.333 -2.306 -2.399
H 5.184 -1.671 -0.434
H 6.946 0.055 -0.198
H 6.703 2.230 -1.345
H 4.711 2.680 -2.737
H 2.952 0.944 -2.977

=====

## Q
71
Properties=species:S:1:pos:R:3 method="wB97M-V/def2-TZVPD" charge=+2 homo_lumo_gap_ha=0.2799 lumo_energy_ha=-0.220 homo_ev=-13.61
Pd -0.213 -0.320 0.414
C 3.256 1.307 -4.385
C 2.025 1.475 -3.507
N 2.151 0.782 -2.218
C 2.244 1.253 -0.986
S 2.135 0.092 0.326
N 2.482 2.520 -0.673
C 3.177 3.558 -1.454
C 2.302 4.747 -1.805
H 3.056 1.720 -5.373
H 3.504 0.253 -4.505
H 4.128 1.816 -3.974
H 1.157 1.042 -4.004
H 1.797 2.521 -3.322
H 2.066 -0.225 -2.250
H 2.405 2.688 0.320
H 3.604 3.094 -2.338
H 4.014 3.889 -0.838
H 1.447 4.460 -2.420
H 2.884 5.480 -2.362
H 1.932 5.237 -0.903
S -2.523 -0.888 0.180
C -2.858 -1.591 1.746
N -2.937 -0.838 2.834
C -3.432 -1.357 4.110
C -2.960 -2.793 4.262
C -3.428 -3.604 3.066
N -3.084 -2.890 1.829
H -2.871 0.162 2.698
H -4.523 -1.306 4.123
H -3.054 -0.720 4.907
H -3.351 -3.226 5.180
H -1.870 -2.812 4.318
H -4.507 -3.765 3.098
H -2.945 -4.578 3.035
H -3.006 -3.409 0.968
C -1.368 4.067 0.046
S -1.640 2.312 0.212
O -0.401 1.778 0.955
C -2.934 2.371 1.434
C -2.590 2.501 2.774
C -3.604 2.527 3.723
C -4.933 2.424 3.324
C -5.257 2.294 1.980
C -4.254 2.260 1.022
H -1.073 4.477 1.012
H -2.304 4.511 -0.291
H -0.590 4.217 -0.699
H -1.548 2.569 3.063
H -3.357 2.642 4.770
H -5.719 2.445 4.067
H -6.292 2.216 1.675
H -4.496 2.140 -0.027
N 1.981 -2.602 1.754
C 1.733 -2.856 0.467
S 0.143 -2.546 -0.176
N 2.709 -3.387 -0.251
C 2.825 -3.587 -1.667
C 4.080 -3.335 -2.209
C 4.289 -3.500 -3.567
C 3.245 -3.915 -4.384
C 2.005 -4.187 -3.829
C 1.786 -4.036 -2.465
H 1.270 -2.144 2.300
H 2.898 -2.710 2.159
H 3.594 -3.494 0.229
H 4.894 -3.009 -1.571
H 5.268 -3.309 -3.984
H 3.407 -4.050 -5.445
H 1.197 -4.546 -4.453
H 0.831 -4.306 -2.043

=====

The structure with the least stability is Q.

=====

## P
13
Properties=species:S:1:pos:R:3 method="wB97M-V/def2-TZVPD" charge=-1 homo_lumo_gap_ha=0.2444 lumo_energy_ha=0.165 homo_ev=-2.17
C 0.605 -3.030 -0.230
H 0.013 -2.241 0.253
H 0.096 -3.342 -1.214
H 1.616 -2.650 -0.454
H 0.633 -3.828 0.408
C 0.179 1.209 0.323
O -0.061 -0.019 0.690
C -0.844 2.135 -0.585
H 0.481 1.897 1.168
H 1.015 1.279 -0.477
H -0.167 2.967 -1.024
H -1.272 1.501 -1.340
H -1.570 2.685 0.108

=====

## Q
13
Properties=species:S:1:pos:R:3 method="wB97M-V/def2-TZVPD" charge=-1 homo_lumo_gap_ha=0.2488 lumo_energy_ha=0.165 homo_ev=-2.29
C -2.281 -0.612 1.408
H -1.257 -0.665 0.973
H -2.342 -0.522 2.548
H -2.892 0.245 1.095
H -2.686 -1.511 0.907
C 0.526 0.309 -0.153
O 0.682 -1.008 -0.197
C 1.500 1.122 -1.237
H -0.578 0.585 -0.379
H 0.638 0.947 0.835
H 1.566 2.232 -0.933
H 2.530 0.810 -1.340
H 1.100 1.026 -2.235

=====

The structure with the least stability is Q.

=====

## P
20
Properties=species:S:1:pos:R:3 method="wB97M-V/def2-TZVPD" charge=+2 multiplicity=2 homo_lumo_gap_ha="0.2520 / 0.2213" lumo_energy_ha="-0.462 / -0.491" homo_ev="-19.42 / -19.40"
C 0.710 -1.610 -2.026
C 0.070 -0.796 -0.935
C 0.737 0.532 -0.619
C -0.120 1.298 0.494
C 0.191 0.574 1.814
N -0.523 -0.533 1.985
N -1.524 1.197 0.207
H 0.704 -1.091 -2.989
H 1.771 -1.806 -1.852
H 0.231 -2.560 -2.225
H 0.013 -1.455 -0.036
H -0.985 -0.560 -1.178
H 1.754 0.493 -0.226
H 0.736 1.179 -1.495
H 1.235 0.557 2.158
H -0.514 -1.029 2.898
H -0.655 0.785 2.635
H -2.114 2.030 0.113
H -1.946 0.466 0.758
H 0.231 2.328 0.518

=====

## Q
20
Properties=species:S:1:pos:R:3 method="wB97M-V/def2-TZVPD" charge=+2 multiplicity=2 homo_lumo_gap_ha="0.3150 / 0.1708" lumo_energy_ha="-0.326 / -0.468" homo_ev="-17.44 / -17.38"
C 1.586 1.359 0.917
C 1.497 1.002 -0.540
C 2.294 1.486 -1.557
N 0.670 -0.216 -0.843
H 2.412 2.047 1.141
H 0.676 1.804 1.341
H 1.710 0.443 1.507
H 2.083 1.213 -2.595
H 3.073 2.198 -1.300
H 0.860 -1.033 -0.189
H 0.762 -0.594 -1.792
H -0.347 -0.058 -0.710
C -1.908 -1.755 1.609
C -2.258 -1.602 0.311
N -2.033 -0.369 -0.386
H -1.634 -0.915 2.249
H -1.668 -2.793 1.952
H -2.804 -2.382 -0.244
H -2.172 0.451 0.261
H -2.798 -0.284 -1.133

=====

The structure with the least stability is P.